Formula: C20H25F7NO25PS5
Source: the OMol25 dataset
Level of theory: ωB97M-V/def2-TZVPD

Structure (XYZ):
```
84
Properties=species:S:1:pos:R:3:lowdin_charge:R:1
C -1.432 1.291 -2.921 0.01
C -0.259 1.336 -1.919 -0.09
C 0.463 0.230 -1.659 -0.14
O 0.133 -0.937 -2.355 -0.14
N 1.233 -1.161 -3.282 0.07
O 1.214 -0.393 -4.152 0.14
C 1.634 0.215 -0.659 -0.21
O 2.202 -0.852 -0.560 0.14
C 2.047 1.472 0.089 0.00
C 3.184 1.567 1.120 -0.38
F 2.755 2.026 2.324 0.13
F 4.129 2.416 0.587 0.10
C 3.966 0.247 1.442 -0.31
F 4.648 -0.246 0.389 0.16
F 4.948 0.624 2.330 0.12
C 3.124 -0.857 2.201 -0.49
F 1.802 -0.582 2.261 0.14
F 3.549 -0.938 3.486 0.15
F 3.281 -2.079 1.680 0.18
C 1.346 2.596 -0.186 -0.09
P 1.679 4.283 0.558 0.78
O 1.066 4.313 1.919 -0.43
C 0.151 2.596 -1.181 -0.29
O -0.470 3.617 -1.382 0.10
H -2.012 0.376 -2.693 0.10
H -2.048 2.200 -2.808 0.08
H -0.994 1.207 -3.932 0.09
H 3.050 4.632 0.523 0.03
H 0.994 5.248 -0.224 0.02
C 2.411 9.259 -2.941 -0.16
C 1.513 8.957 -1.759 -0.16
O 0.868 7.725 -2.098 -0.19
S 1.867 6.829 -2.986 0.61
O 2.513 5.894 -2.131 -0.26
O 1.191 6.438 -4.166 -0.20
O 2.924 7.987 -3.350 -0.18
H 1.844 9.681 -3.773 0.13
H 3.225 9.932 -2.680 0.14
H 0.779 9.739 -1.582 0.14
H 2.096 8.795 -0.849 0.13
C 0.390 -0.868 5.753 -0.16
C -0.475 -0.771 4.516 -0.16
O -1.565 -1.668 4.762 -0.18
S -1.890 -1.688 6.336 0.62
O -2.971 -0.806 6.587 -0.20
O -1.885 -3.043 6.775 -0.23
O -0.535 -0.981 6.842 -0.19
H 1.009 -1.768 5.736 0.14
H 1.027 0.005 5.883 0.14
H 0.059 -1.054 3.614 0.11
H -0.884 0.235 4.395 0.14
C -2.541 -5.324 -3.566 -0.17
C -2.871 -4.529 -4.813 -0.17
O -2.222 -3.269 -4.635 -0.25
S -0.858 -3.498 -3.762 0.67
O 0.261 -3.583 -4.626 -0.22
O -0.887 -2.595 -2.659 -0.22
O -1.193 -4.988 -3.240 -0.18
H -3.173 -5.020 -2.728 0.13
H -2.638 -6.397 -3.721 0.13
H -3.943 -4.395 -4.942 0.14
H -2.453 -4.996 -5.707 0.12
C -2.690 -3.015 9.559 -0.17
C -1.485 -3.226 10.450 -0.16
O -2.005 -3.193 11.783 -0.19
S -3.502 -3.791 11.784 0.61
O -3.443 -5.154 12.178 -0.22
O -4.356 -2.852 12.417 -0.22
O -3.754 -3.737 10.196 -0.18
H -2.972 -1.959 9.519 0.14
H -2.528 -3.382 8.552 0.09
H -0.726 -2.459 10.313 0.14
H -1.038 -4.210 10.285 0.14
C -0.993 -2.713 -9.863 -0.17
C 0.343 -2.550 -9.167 -0.17
O 0.039 -1.867 -7.948 -0.18
S -1.424 -2.309 -7.441 0.65
O -1.278 -3.325 -6.464 -0.27
O -2.189 -1.138 -7.206 -0.20
O -1.925 -2.993 -8.815 -0.18
H -1.300 -1.786 -10.354 0.13
H -0.985 -3.521 -10.591 0.14
H 1.054 -1.979 -9.759 0.14
H 0.779 -3.519 -8.912 0.14
```

The spin multiplicity is 1. The frontier orbital gap is 7.94 eV.